Here is a molecular structure, C3H5CsLiO from OMol25. Energies are from ωB97M-V with the def2-TZVPD basis set.

Structure (XYZ):
```
11
Properties=species:S:1:pos:R:3:lowdin_charge:R:1
Cs -0.016 -0.214 -3.753 0.941
O 1.754 -0.419 -0.524 -0.450
C 0.835 0.313 0.086 -0.308
C -0.722 -0.393 0.985 -0.151
C -1.102 0.700 0.132 -0.188
Li 2.612 -1.906 -0.103 0.815
H 1.249 1.292 0.412 0.097
H -0.429 -0.246 2.023 0.061
H -2.034 0.519 -0.413 0.048
H -1.084 1.772 0.331 0.059
H -1.062 -1.418 0.824 0.076
```

Results
- energy relative to the best compared isomer or geometry (same formula, charge and spin) (kcal/mol) = 0.00
- charge = +1
- F_max (eV/Å) = 5.018
- total energy (Eh) = -219.88397
- Kohn-Sham gap (eV) = 5.27